ORCA calculation (the ωB97M-V functional and the def2-TZVPD basis) on a 13-piece molecular cluster, C68H184N24O13P8 overall.

Last column: Mulliken charge in e.
Geometry (Å):
P  -2.75  -5.73  -2.89  -0.849
P  1.97  6.52  1.04  -0.312
P  -1.32  0.96  -0.72  -1.226
P  -2.43  1.62  6.34  0.400
P  3.39  3.89  -4.40  -0.115
P  2.68  -4.71  -3.66  -0.116
P  -6.92  -4.44  1.77  0.586
P  5.09  4.41  5.55  0.385
O  1.13  -3.93  3.18  -0.483
O  -2.57  -4.30  -2.66  -0.536
O  -6.03  1.12  2.04  -0.360
O  -3.21  -2.96  -6.63  -0.500
O  -2.39  2.96  6.94  -0.955
O  2.78  3.32  -3.17  0.127
O  -7.83  -5.42  2.43  -0.897
O  6.09  -1.48  -1.05  -0.429
O  2.19  -0.95  1.31  0.334
O  -1.75  1.59  0.57  -0.418
O  3.10  6.23  1.92  -0.857
O  5.95  4.17  6.74  -0.875
O  1.88  -5.76  -3.03  -0.776
N  0.35  0.94  -0.87  1.781
N  -6.23  -3.44  2.92  0.636
N  -2.70  1.72  4.71  0.918
N  1.40  8.08  1.24  0.463
N  4.18  -4.66  -2.99  0.519
N  2.60  6.48  -0.51  0.318
N  -1.78  -6.29  -4.04  1.155
N  3.50  4.22  5.96  0.474
N  2.98  -4.65  -5.28  0.341
N  -1.89  1.91  -1.98  1.264
N  -1.03  0.80  6.70  0.950
N  -3.75  0.56  6.63  0.337
N  -1.69  -0.59  -1.06  1.097
N  -5.41  -5.08  1.16  0.597
N  5.14  5.98  4.92  0.365
N  3.70  2.61  -5.43  0.771
N  -7.62  -3.65  0.49  0.230
N  5.54  3.59  4.20  0.482
N  -4.31  -6.09  -3.40  0.914
N  -2.41  -6.67  -1.56  1.115
N  0.75  5.40  1.08  1.934
N  4.85  4.67  -4.29  0.443
N  2.48  5.05  -5.10  0.200
N  1.90  -3.24  -3.41  1.108
C  -0.09  5.15  -0.13  -0.352
C  5.03  -0.65  -1.62  0.371
C  -5.49  3.20  2.76  0.669
C  3.39  1.27  -4.99  -0.469
C  -3.07  0.54  3.93  -0.930
C  -5.53  2.32  1.54  0.190
C  -6.78  2.83  3.57  -0.835
C  -3.39  -2.43  -5.34  0.312
C  6.86  0.75  -0.81  -0.601
C  -2.70  -8.11  -1.44  -1.266
C  0.01  8.58  1.25  -0.850
C  0.40  -3.76  4.36  -0.667
C  5.04  5.98  -3.79  -1.163
C  -5.09  1.08  6.29  -0.918
C  -0.79  -7.35  -3.91  -0.877
C  -4.97  -2.66  2.63  -1.149
C  -2.00  -6.02  -5.48  -0.772
C  -1.04  -3.44  3.90  0.685
C  1.01  4.74  -5.22  -1.032
C  -2.92  -1.01  -5.40  0.501
C  -1.19  -1.42  0.01  -0.361
C  7.29  -0.73  -1.23  -0.430
C  2.86  5.60  -6.34  -1.193
C  -2.99  2.82  -1.83  -0.655
C  -6.80  -2.76  -0.37  -0.349
C  2.49  -0.27  3.52  0.000
C  -1.15  -4.39  2.63  -0.066
C  -3.67  0.10  8.02  -1.028
C  -1.20  1.81  -3.30  -0.083
C  1.09  -0.01  -1.64  0.444
C  -1.34  -6.26  -0.68  -1.100
C  2.44  9.10  1.35  -1.125
C  6.49  6.33  4.30  -1.042
C  4.97  3.75  2.92  -0.353
C  -4.70  -5.83  2.19  -0.981
C  0.21  -4.27  2.05  0.066
C  4.29  7.01  5.57  -1.110
C  -5.62  -6.02  -0.01  -0.592
C  2.46  4.17  4.87  -0.531
C  -0.95  -0.60  6.36  -1.369
C  3.08  5.12  -0.79  0.205
C  1.95  -4.05  -6.13  -0.768
C  3.18  3.62  7.23  -0.944
C  1.45  -0.48  2.46  2.247
C  4.40  2.73  -6.69  -1.232
C  -6.88  -3.22  4.23  -1.140
C  -1.73  -1.17  -6.31  0.126
C  3.36  -1.69  1.79  -0.030
C  3.59  -5.83  -5.90  -1.004
C  1.14  1.97  -0.14  -0.445
C  -2.12  -2.31  -7.24  -0.418
C  1.90  7.14  -1.66  -0.691
C  0.48  -3.20  -3.48  0.718
C  3.48  -1.47  3.33  -0.792
C  -8.81  -4.27  -0.08  -1.037
C  5.35  0.74  -1.15  1.524
C  -6.98  1.34  3.07  -0.357
C  -4.69  -7.39  -3.92  -1.255
C  6.02  3.82  -3.87  -1.155
C  2.60  -2.01  -3.59  1.523
C  6.25  2.38  4.42  -1.073
C  5.41  -4.15  -3.66  -0.863
C  -0.05  1.39  7.56  -1.186
C  -5.24  -4.98  -3.53  -0.764
C  0.34  4.86  2.33  -1.129
C  -3.05  -1.01  -1.51  -0.269
C  4.40  -4.97  -1.56  -0.789
C  -1.93  2.71  3.94  -1.103
H  -1.91  -4.01  1.95  -0.192
H  5.21  -4.01  -4.72  0.327
H  4.85  7.96  5.53  0.457
H  -1.11  5.52  0.06  0.331
H  -1.70  -6.43  0.32  0.405
H  3.18  -2.72  1.38  0.252
H  -3.74  -8.29  -1.50  0.368
H  -4.09  -0.94  8.06  0.295
H  -9.45  -4.73  0.69  0.321
H  3.33  7.14  5.10  0.163
H  -2.57  3.02  3.15  0.158
H  -1.40  -1.00  1.00  -0.167
H  1.45  2.68  -0.89  -0.183
H  4.27  0.76  -4.65  0.527
H  -4.47  2.21  1.17  -0.614
H  -2.79  -5.29  -5.56  0.239
H  -2.36  -8.42  -0.45  0.433
H  -5.49  -4.87  -4.57  0.395
H  4.30  2.91  2.69  -0.170
H  -2.15  0.14  3.45  -0.297
H  4.40  -6.18  -5.24  0.381
H  7.63  -0.82  -2.29  0.253
H  7.18  2.32  3.82  0.315
H  -1.17  -2.38  3.59  -1.030
H  3.92  5.68  -6.33  0.413
H  -9.43  -3.52  -0.60  0.372
H  2.12  -0.23  4.52  0.382
H  2.19  -4.09  -7.18  0.492
H  5.98  2.80  -4.34  0.251
H  5.81  6.53  -4.30  0.319
H  -6.18  -5.23  -3.06  0.393
H  3.96  3.88  7.96  0.427
H  -4.73  -6.05  -0.68  -0.037
H  3.07  2.51  7.22  0.212
H  0.12  -2.85  -2.55  -0.035
H  3.74  5.16  -1.67  -0.513
H  -7.60  3.47  3.32  0.282
H  -0.17  4.10  -0.42  -0.289
H  -4.45  -2.62  -5.13  0.348
H  1.69  0.56  -2.36  -0.116
H  -4.73  -7.25  -5.00  0.351
H  -5.41  4.30  2.57  0.485
H  5.70  1.44  4.12  0.034
H  -0.58  7.82  1.72  0.216
H  7.09  7.02  4.97  0.363
H  4.99  -0.65  -2.70  -0.204
H  6.46  6.87  3.30  0.202
H  -3.39  -0.26  -2.23  0.576
H  8.06  -1.17  -0.49  0.308
H  -0.19  2.46  7.68  0.373
H  -6.22  -3.30  -1.09  0.030
H  -1.01  2.31  3.48  0.127
H  -1.19  -8.24  -4.44  0.265
H  -1.21  -5.22  -0.87  -0.014
H  1.13  7.87  -1.30  0.180
H  0.73  4.36  -6.19  0.315
H  -4.50  -3.12  1.75  0.064
H  -1.76  -2.33  0.00  0.672
H  -6.09  -3.34  5.03  0.283
H  4.26  -1.32  1.32  -0.072
H  6.28  -4.87  -3.62  0.297
H  0.64  -5.16  1.63  0.415
H  0.45  2.31  0.59  -0.073
H  2.72  0.71  -5.67  0.446
H  0.83  -3.03  5.05  0.220
H  2.86  -6.72  -5.90  0.246
H  2.58  9.64  0.39  0.285
H  -2.60  3.90  -2.04  0.186
H  -1.36  -5.39  2.90  0.491
H  -1.70  3.51  4.66  0.550
H  -3.66  -0.34  -5.86  0.348
H  -8.60  -5.12  -0.75  0.271
H  2.54  6.65  -6.55  0.280
H  4.35  4.63  2.86  -0.065
H  -1.95  2.14  -4.06  0.558
H  2.46  5.02  -7.25  0.291
H  2.74  1.33  -4.12  -0.930
H  -1.85  -3.74  4.62  0.697
H  -0.28  2.39  -3.39  -0.474
H  -0.87  -1.39  -5.68  -0.738
H  -4.33  -2.67  3.53  0.350
H  7.03  5.38  4.22  0.370
H  6.55  2.39  5.47  0.419
H  5.72  -3.23  -3.28  0.113
H  -1.32  -1.25  7.12  0.217
H  4.75  0.92  -0.20  -0.444
H  3.43  -5.24  -1.05  0.131
H  -5.76  0.38  6.77  0.532
H  0.08  -0.94  6.26  0.568
H  1.76  -0.49  -0.94  -0.091
H  -2.30  -7.01  -5.98  0.336
H  3.12  -2.41  3.77  0.068
H  5.06  -5.77  -1.37  0.407
H  2.31  9.86  2.17  0.383
H  2.69  4.96  4.14  -0.273
H  -5.69  -7.71  -3.60  0.273
H  -0.72  5.05  2.41  0.342
H  1.37  6.41  -2.33  -0.011
H  4.55  -1.24  3.58  0.379
H  0.97  1.25  7.20  0.196
H  1.52  4.38  5.36  0.670
H  -4.73  -4.07  -3.20  -0.315
H  -2.60  0.14  8.15  0.312
H  3.39  8.58  1.53  0.211
H  -1.18  -5.44  -5.89  -0.229
H  0.04  -4.14  -3.75  -0.727
H  2.40  3.22  4.37  0.127
H  2.34  4.40  -1.02  0.388
H  0.49  3.82  2.50  -0.342
H  -5.23  2.12  6.75  0.280
H  -0.67  -7.69  -2.85  0.197
H  -7.58  -3.94  4.37  0.473
H  1.03  -4.64  -6.07  0.192
H  -0.05  -1.56  -0.17  -0.724
H  3.71  2.73  -7.53  0.254
H  -6.91  0.58  3.83  0.146
H  -3.83  -6.29  1.70  0.235
H  -3.02  -2.00  -2.05  -0.295
H  -4.09  0.81  8.76  0.287
H  4.82  -3.99  -1.14  0.135
H  5.04  1.88  -6.90  0.405
H  5.12  3.57  -6.66  0.349
H  -3.83  2.66  -2.59  0.290
H  -7.34  -2.25  4.34  0.247
H  -2.46  -2.04  -8.26  0.231
H  6.12  3.77  -2.82  0.391
H  4.08  6.44  -3.82  0.352
H  7.11  0.90  0.23  0.349
H  -1.42  -0.37  -6.97  0.630
H  4.25  6.89  6.66  0.357
H  -4.40  -5.01  2.90  0.181
H  -2.18  -8.70  -2.18  0.321
H  -3.75  -1.14  -0.63  -0.015
H  0.01  9.45  1.94  0.341
H  -5.89  -7.00  0.35  0.386
H  -3.81  0.71  3.04  -0.599
H  6.98  4.23  -4.21  0.363
H  -1.40  -3.13  -7.40  0.186
H  5.40  5.97  -2.73  0.325
H  -7.95  1.21  2.58  0.445
H  -0.04  0.81  8.54  0.291
H  0.68  -1.20  2.77  -1.898
H  -6.17  -2.15  0.28  -0.230
H  1.73  -3.05  -5.89  -0.052
H  -0.36  8.90  0.27  0.223
H  0.32  -3.45  1.34  -0.467
H  5.07  1.61  -1.80  -0.617
H  2.97  0.64  3.24  -0.191
H  -0.95  0.78  -3.55  -0.435
H  2.22  4.02  7.64  0.282
H  1.05  0.50  2.13  -0.786
H  -5.15  -1.66  2.35  0.298
H  0.63  -0.88  -2.13  -0.122
H  1.93  1.47  0.38  -0.539
H  0.53  5.70  -5.19  0.455
H  -2.73  -3.00  -4.58  -0.366
H  -4.64  2.91  3.28  -0.729
H  -5.22  1.19  5.19  -0.045
H  0.75  4.20  -4.34  0.034
H  -0.44  -6.86  -0.90  0.270
H  -6.62  2.84  4.63  0.315
H  2.08  -1.41  -4.39  -0.026
H  4.03  -5.59  -6.88  0.332
H  -2.69  -0.62  -4.41  -0.685
H  -3.89  -8.14  -3.75  0.304
H  4.07  -1.02  -1.29  -0.229
H  3.66  -2.19  -3.93  0.500
H  0.12  -7.07  -4.44  0.072
H  -1.42  -0.82  5.36  0.203
H  0.34  -4.70  4.98  0.364
H  -3.47  2.63  -0.87  -0.060
H  0.25  5.59  -1.02  -0.139
H  2.53  -1.32  -2.68  -2.304
H  7.42  1.58  -1.41  0.184
H  -5.36  -6.60  2.65  0.377
H  3.69  4.72  -0.01  -0.165
H  -3.47  -0.19  4.61  1.145
H  -6.52  -5.71  -0.58  -0.180
H  0.75  5.39  3.16  0.686
H  5.71  3.81  2.13  0.509
H  0.14  -2.52  -4.31  -0.076
H  -6.15  2.67  0.70  0.433
H  2.75  7.68  -2.15  0.249
H  -7.48  -2.06  -0.86  0.584

As for the HOMO-LUMO gap: 8.35 eV. The calculation puts the total energy at -7724.588750 hartree. The value obtained for the highest occupied orbital energy is -8.105 eV. Its net charge is 0.